Entry P
An isolated molecule of C3H6ClNS, computed with ωB97M-V/def2-TZVPD.

```
12
Properties=species:S:1:pos:R:3
N -1.54 0.02 -1.21
C -0.12 0.08 -0.90
C 0.35 -0.56 0.43
S 2.17 -1.10 0.54
C 0.33 0.94 0.14
Cl -0.82 2.13 0.87
H -2.05 0.19 -0.24
H -1.73 -0.95 -1.02
H 0.27 -0.02 -1.86
H -0.26 -1.17 1.17
H 1.85 -0.64 1.97
H 1.56 1.08 0.13
```

Values from the calculation:
SMILES	N[C@@H]1[C@@H](S)[C@@H]1Cl
molar mass	123.61	g mol⁻¹
gap between HOMO and LUMO	9.85	eV
E_HOMO	-9.5	eV

Atomic partial charges in e from the Mulliken method, atoms 1 to 6: N -0.70; C -0.20; C -0.44; S -0.26; C 0.07; Cl -0.20


Entry Q
An isolated molecule of C3H6ClNS, computed with ωB97M-V/def2-TZVPD.

```
12
Properties=species:S:1:pos:R:3
N -0.93 1.63 -0.20
C -0.10 0.70 0.42
C 0.55 -0.45 -0.41
S 2.30 -0.82 -0.16
C -0.59 -0.75 0.49
Cl -2.07 -1.38 -0.17
H -1.65 1.18 -0.81
H -0.31 2.29 -0.67
H 0.58 1.04 1.18
H 0.30 -0.37 -1.48
H 2.16 -2.08 0.32
H -0.26 -1.00 1.51
```

Values from the calculation:
SMILES	N[C@@H]1[C@@H](S)[C@@H]1Cl
molar mass	123.61	g mol⁻¹
gap between HOMO and LUMO	9.54	eV
E_HOMO	-8.7	eV

Atomic partial charges in e from the Mulliken method, atoms 1 to 6: N -0.56; C -0.38; C -0.25; S -0.24; C -0.11; Cl -0.17


The structure with the most favorable energy is entry Q; the runner-up is 1.973 eV above it.


Entry P
The ion C4H8N3 with charge +1, computed with ωB97M-V/def2-TZVPD.

```
15
Properties=species:S:1:pos:R:3
H 1.83 0.87 1.89
N 1.70 -0.08 1.59
C 1.05 -0.04 0.57
C 0.76 -1.23 -0.36
N -0.64 -1.25 -0.72
C -1.51 -0.25 -0.55
N -1.19 0.94 -0.06
C 0.15 1.39 0.10
H 1.45 -1.47 -1.11
H 0.87 -1.99 0.44
H -0.77 -1.99 -1.30
H -2.61 -0.46 -0.52
H -1.95 1.58 -0.03
H 0.12 2.23 0.83
H 0.75 1.75 -0.75
```

Values from the calculation:
SMILES	[H]/N=C1/CNC=[NH+]C1
molar mass	98.13	g mol⁻¹
gap between HOMO and LUMO	9.93	eV
charge	+1
E_HOMO	-13.9	eV

Atomic partial charges in e from the Mulliken method, atoms 1 to 6: H 0.29; N -0.55; C 0.28; C -0.46; N -0.13; C 0.03


Entry Q
The ion C4H8N3 with charge +1, computed with ωB97M-V/def2-TZVPD.

```
15
Properties=species:S:1:pos:R:3
C 2.76 -0.59 0.28
C 1.48 1.21 -0.04
C -1.41 0.23 0.67
C -0.75 0.31 -0.73
N 2.62 0.76 0.42
N 1.79 -1.19 -0.31
N 0.68 0.44 -0.68
H 3.79 -0.85 0.50
H 1.27 2.37 -0.04
H -2.08 1.05 0.85
H -0.57 0.26 1.35
H -1.89 -0.74 0.73
H -1.10 1.24 -1.31
H -0.87 -0.61 -1.31
H 1.52 -2.08 -0.44
```

Values from the calculation:
molar mass	98.13	g mol⁻¹
gap between HOMO and LUMO	8.44	eV
charge	+1
E_HOMO	-15.2	eV

Atomic partial charges in e from the Mulliken method, atoms 1 to 6: C 0.13; C 0.27; C -0.89; C -0.21; N -0.50; N -0.18


The structure with the most favorable energy is entry P; the runner-up is 2.568 eV above it.


Entry P
A cluster of 4 separate species, C3H13NO3 in total, computed with ωB97M-V/def2-TZVPD.

```
20
Properties=species:S:1:pos:R:3
C -0.48 -2.19 0.81
C -0.56 -0.78 0.32
C -1.59 0.08 0.72
N 0.37 -0.39 -0.53
H -1.52 -2.49 0.99
H -0.02 -2.28 1.79
H -0.05 -2.85 0.07
H -1.56 1.09 0.32
H -2.43 -0.23 1.32
H 1.30 -0.68 -0.23
H 0.40 0.61 -0.73
H 2.62 2.91 0.10
H 1.91 3.26 -1.24
O 2.35 2.56 -0.75
H 0.76 3.12 1.55
H 1.52 1.86 2.10
O 1.62 2.78 1.84
H -1.04 -1.61 -2.46
H -1.73 -2.79 -3.24
O -1.88 -1.97 -2.75
```

Values from the calculation:
multiplicity	2
molar mass	111.14	g mol⁻¹
gap between HOMO and LUMO (spin up / spin down)	10.26 / 6.62	eV
charge	+1
E_HOMO (spin up / spin down)	-14.4 / -14.4	eV

Atomic partial charges in e from the Mulliken method, atoms 1 to 6: C -1.21; C 1.09; C -0.91; N -0.29; H 0.40; H 0.37


Entry Q
A cluster of 4 separate species, C3H13NO3 in total, computed with ωB97M-V/def2-TZVPD.

```
20
Properties=species:S:1:pos:R:3
N -1.65 2.79 -0.85
C -1.88 1.40 -0.43
C -1.70 -0.27 1.44
C -1.52 1.03 0.92
H -2.01 3.43 -0.14
H -0.65 2.97 -0.90
H -2.96 1.21 -0.53
H -1.40 0.76 -1.19
H -1.66 -0.45 2.52
H -1.95 -1.10 0.80
H -1.19 1.77 1.64
H 1.64 -3.03 -2.41
H 1.42 -3.24 -0.92
O 0.96 -3.29 -1.77
H 2.22 -2.40 1.38
H 2.30 -1.52 0.16
O 2.56 -2.40 0.48
H 1.96 1.29 0.27
H 3.06 0.58 -0.60
O 2.46 0.47 0.15
```

Values from the calculation:
multiplicity	2
molar mass	111.14	g mol⁻¹
gap between HOMO and LUMO (spin up / spin down)	7.54 / 4.08	eV
charge	+1
E_HOMO (spin up / spin down)	-13.4 / -13.4	eV

Atomic partial charges in e from the Mulliken method, atoms 1 to 6: N -0.56; C -0.52; C -0.61; C 0.29; H 0.26; H 0.26


The structure with the most favorable energy is entry P; the runner-up is 1.910 eV above it.